Entry 1:
Molecular formula: C5H13FNP
Method: DFT, ωB97M-V with the def2-TZVPD basis set

```
21
Properties=species:S:1:pos:R:3:lowdin_charge:R:1
C -1.202 1.692 -0.950 -0.09
C 2.472 -0.358 0.430 -0.12
C -1.980 -2.174 0.215 -0.34
C 0.125 1.143 -0.443 -0.45
C 1.227 -0.121 1.231 -0.41
N -0.031 0.187 0.569 -0.17
F 0.431 -3.010 -0.186 -0.37
P -0.472 -1.729 -0.708 1.00
H -1.772 1.775 -0.060 0.06
H -1.011 2.653 -1.419 0.07
H -1.642 1.034 -1.676 0.05
H 2.258 -1.103 -0.380 0.07
H 2.560 0.669 -0.075 0.08
H 3.198 -0.287 1.285 0.10
H -2.017 -3.278 0.315 0.03
H -2.900 -1.872 -0.346 0.04
H -2.042 -1.936 1.275 0.03
H 0.770 0.734 -1.255 0.09
H 0.591 1.987 0.035 0.11
H 0.994 -0.887 1.965 0.10
H 1.405 0.846 1.811 0.13
```

Values from the calculation:
total charge: 0
E_tot: -18890.147 eV
spin multiplicity: 1
relative energy (zero: lowest compared OMol25 entry of this formula, charge and spin): 113.3 kJ/mol
Kohn-Sham gap (spin up / spin down): 8.56 / 8.56 eV


Entry 2:
Molecular formula: C5H13FNP
Method: DFT, ωB97M-V with the def2-TZVPD basis set

```
21
Properties=species:S:1:pos:R:3:lowdin_charge:R:1
C 0.036 -1.679 1.432 -0.11
C -1.547 1.788 0.033 -0.13
C 0.902 -0.769 -2.472 -0.39
C 1.108 -0.421 1.237 -0.31
C -0.440 1.352 1.027 -0.42
N 0.554 0.617 0.363 -0.07
F -1.326 0.462 -2.711 -0.42
P -0.810 -0.808 -1.814 0.89
H -0.936 -1.381 0.951 0.03
H 0.565 -2.450 0.836 0.05
H 0.162 -1.999 2.525 0.08
H -2.094 0.801 -0.103 0.04
H -2.096 2.565 0.566 0.06
H -0.917 2.175 -0.873 0.10
H 1.571 -0.891 -1.484 0.04
H 1.298 0.080 -3.067 0.04
H 1.239 -1.619 -3.108 0.02
H 1.504 0.013 2.289 0.14
H 2.043 -0.887 0.728 0.09
H 0.012 2.263 1.671 0.15
H -0.829 0.791 1.976 0.12
```

Values from the calculation:
total charge: 0
E_tot: -18888.237 eV
spin multiplicity: 1
relative energy (zero: lowest compared OMol25 entry of this formula, charge and spin): 297.6 kJ/mol
Kohn-Sham gap (spin up / spin down): 7.23 / 8.61 eV


Entry 3:
Molecular formula: C5H13MnO2
Method: DFT, ωB97M-V with the def2-TZVPD basis set

```
21
Properties=species:S:1:pos:R:3:lowdin_charge:R:1
C 2.867 1.362 -1.082 -0.22
O 1.486 1.462 -1.156 -0.44
C 0.930 -1.005 0.645 -0.10
H 3.163 0.570 -1.795 0.09
H 3.347 2.320 -1.350 0.09
H 3.260 0.995 -0.115 0.08
H 1.691 -1.675 1.086 0.12
H 1.597 -0.611 -0.135 0.06
C -2.842 0.710 -0.527 -0.03
O -1.576 0.186 -0.107 -0.35
C -1.521 -1.255 -0.158 -0.17
C -0.387 -1.775 0.696 -0.19
H -2.811 1.800 -0.424 0.10
H -3.022 0.442 -1.576 0.12
H -3.629 0.297 0.116 0.11
H -1.412 -1.561 -1.209 0.15
H -2.481 -1.634 0.217 0.14
H -0.218 -2.812 0.373 0.14
H -0.726 -1.823 1.741 0.13
H 0.762 0.060 1.151 0.08
Mn 0.038 1.257 -0.160 1.09
```

Values from the calculation:
total charge: +1
E_tot: -40802.492 eV
spin multiplicity: 6
relative energy (zero: lowest compared OMol25 entry of this formula, charge and spin): 0.0 kJ/mol
Kohn-Sham gap (spin up / spin down): 9.21 / 8.81 eV


Entry 4:
Molecular formula: C5H13N
Method: DFT, ωB97M-V with the def2-TZVPD basis set

```
19
Properties=species:S:1:pos:R:3:lowdin_charge:R:1
C 1.127 -4.495 -1.049 -0.18
C -0.174 -4.355 -0.362 -0.34
C -1.164 -3.422 -1.124 -0.15
H 0.926 -4.240 -2.072 0.05
H 1.671 -5.475 -0.825 0.08
H 1.923 -3.909 -0.510 0.08
H 0.011 -4.064 0.713 0.11
H -0.647 -5.325 -0.326 0.08
H -1.073 -3.191 -2.221 0.07
H -2.128 -3.927 -1.267 0.05
H -1.338 -2.452 -0.730 0.04
C 0.163 5.328 0.184 -0.33
C -0.027 6.041 2.428 -0.45
N -0.182 6.408 1.247 -0.17
H 0.167 6.056 -0.715 0.05
H -0.495 4.467 0.067 0.03
H 1.085 4.860 0.477 -0.03
H 0.091 6.784 3.320 -0.01
H 0.064 4.912 2.763 0.01
```

Values from the calculation:
total charge: -1
E_tot: -6881.739 eV
spin multiplicity: 2
relative energy (zero: lowest compared OMol25 entry of this formula, charge and spin): 268.4 kJ/mol
Kohn-Sham gap (spin up / spin down): 1.49 / 7.68 eV